Model P:
Molecular formula: C3H12NS
Method: DFT, ωB97M-V/def2-TZVPD

```
17
Properties=species:S:1:pos:R:3:mulliken_charge:R:1
C 2.42 2.00 0.99 -0.64
N 1.76 0.87 -0.08 -0.35
H 1.81 1.87 1.97 0.30
H 1.99 2.80 0.47 0.39
H 3.45 1.52 1.17 0.32
H 2.19 -0.05 0.14 0.38
H 0.76 0.89 0.12 0.16
H 1.97 1.06 -0.99 0.31
C -0.89 -2.40 -0.82 -0.92
S -0.94 -0.51 -0.34 -0.08
C -2.68 0.01 0.04 -0.73
H -0.08 -2.69 -1.38 0.39
H -1.04 -2.96 0.05 0.32
H -1.59 -2.54 -1.66 0.31
H -3.20 0.07 -0.93 0.29
H -2.74 0.92 0.71 0.29
H -3.18 -0.87 0.54 0.27
```

Values from the calculation:
HOMO energy	-12.423	eV
charge	+1
Kohn-Sham gap	8.91	eV



Model Q:
Molecular formula: C3H12NS
Method: DFT, ωB97M-V/def2-TZVPD

```
17
Properties=species:S:1:pos:R:3:mulliken_charge:R:1
C 0.55 1.52 2.14 -0.83
N 0.39 0.03 2.20 -0.20
H -0.36 1.95 1.78 0.37
H 1.29 1.82 1.41 0.35
H 0.80 1.89 3.13 0.37
H -0.30 -0.21 2.91 0.38
H 0.03 -0.33 1.29 0.07
H 1.29 -0.39 2.43 0.37
C 1.09 -0.75 -1.79 -0.79
S -0.23 0.09 -0.86 -0.09
C -1.69 -0.84 -1.41 -0.89
H 1.98 -0.72 -1.17 0.31
H 0.84 -1.80 -1.92 0.30
H 1.21 -0.28 -2.76 0.31
H -1.79 -0.75 -2.48 0.34
H -2.55 -0.38 -0.92 0.34
H -1.59 -1.88 -1.12 0.31
```

Values from the calculation:
HOMO energy	-12.818	eV
charge	+1
Kohn-Sham gap	9.40	eV



Quick look at relative energies in kJ/mol: model P 204.4; model Q 0.0.